No. 1
Computed, not measured: a molecular structure, C7H10O2P, with ωB97M-V/def2-TZVPD.

XYZ file:
```
20
Properties=species:S:1:pos:R:3:forces:R:3
C -0.750 -1.075 0.595 2.2 3.2 -0.5
C 1.338 1.050 -0.346 3.0 -3.2 -2.3
C -1.523 0.280 0.674 -1.9 -1.1 -0.7
C -0.602 -1.732 -0.811 1.6 1.6 0.1
C 0.339 2.072 -0.060 -2.7 -3.8 -1.0
C -0.631 1.482 1.032 -0.3 1.5 -0.1
C 0.985 -1.887 -0.857 -1.1 -0.5 1.2
O 1.853 -0.965 1.732 1.1 0.8 0.6
O 2.138 1.024 -1.324 -2.1 0.8 2.5
P 1.020 -0.640 0.553 -1.3 -2.4 -0.9
H -1.851 0.433 -0.379 -0.4 0.3 0.4
H -2.527 0.105 1.297 2.0 1.1 -0.9
H -1.008 -2.646 -0.607 -1.4 -2.8 -0.7
H -1.017 -1.253 -1.714 -0.1 0.1 0.3
H 0.819 2.918 0.222 1.0 3.0 0.7
H -0.149 2.059 -1.051 -0.2 1.0 0.3
H -1.125 2.378 1.436 -0.5 -0.4 0.1
H 0.030 1.162 1.802 0.6 -0.3 1.2
H 1.141 -2.886 -0.401 0.4 0.6 0.0
H 1.520 -1.880 -1.795 0.0 0.5 -0.2
```
Positions in Å, forces in eV/Å.

Values from the calculation:
* HOMO-LUMO gap (alpha / beta): 6.40 / 6.40 eV
* charge: -1
* highest occupied orbital energy (alpha / beta): -2.55 / -2.55 eV
* lowest unoccupied orbital energy (alpha / beta): 3.85 / 3.85 eV
* 2S+1: 1
* energy relative to the best compared isomer or geometry (same formula, charge and spin): 55.3 kcal per mole
* energy: -20803.0355 eV

These are the Löwdin partial charges, in e, on atoms 1 to 4:
1 C -0.327
2 C -0.400
3 C -0.292
4 C -0.324

No. 2
Computed, not measured: a single C7H10O2S molecule, with ωB97M-V/def2-TZVPD.

XYZ file:
```
20
Properties=species:S:1:pos:R:3:forces:R:3
C 0.466 2.368 0.074 2.5 2.6 2.0
C -0.765 2.056 -0.269 -2.9 0.7 -1.2
C 1.578 1.488 -0.045 1.0 -4.7 0.7
C -1.138 0.723 -0.845 1.6 1.5 -1.3
C 1.488 0.138 0.381 2.1 3.8 -1.9
C -0.931 -0.361 -0.106 -2.6 0.0 -1.2
C -1.097 -2.642 0.118 -4.1 0.3 -1.8
O -1.180 -0.404 1.226 1.0 -1.5 0.1
O -0.881 -1.543 -0.737 0.4 0.5 0.7
S 2.511 -1.185 -0.039 1.1 -1.1 -0.1
H 0.884 3.367 0.524 -1.8 -1.3 -1.2
H -1.542 2.872 -0.333 0.9 -0.8 0.3
H 2.480 1.809 -0.623 -0.9 -0.3 0.6
H -1.009 0.582 -1.965 -0.5 0.3 1.5
H 0.831 -0.274 1.108 -0.5 0.4 0.4
H -0.244 -2.827 0.606 3.1 -1.4 1.8
H -1.494 -3.398 -0.556 0.6 -0.5 0.3
H -1.910 -2.416 0.821 0.3 -0.2 -0.1
H -1.577 0.403 1.503 -0.4 1.3 0.2
H 3.528 -0.756 -0.843 -0.7 0.4 0.3
```
Positions in Å, forces in eV/Å.

Values from the calculation:
* HOMO-LUMO gap: 8.55 eV
* charge: 0
* highest occupied orbital energy: -7.82 eV
* lowest unoccupied orbital energy: 0.73 eV
* 2S+1: 1
* energy relative to the best compared isomer or geometry (same formula, charge and spin): 63.3 kcal per mole
* structure (SMILES): CO/C(O)=C/C=C\C=C\S
* energy: -22347.2907 eV

These are the Löwdin partial charges, in e, on atoms 1 to 4:
1 C -0.172
2 C -0.123
3 C -0.164
4 C -0.047